The following is a DFT calculation (ωB97M-V with the def2-TZVPD basis set) of a molecular structure, C29H52AlF9NO10 at a distorted geometry.

CARTESIAN COORDINATES (ANGSTROEM)
1 C 0.256 -8.052 0.833
2 C 0.200 -7.033 -0.302
3 N -0.469 -7.366 -1.314
4 C 0.979 -5.750 -0.113
5 Al 0.223 -4.103 -1.061
6 C -0.762 -2.822 0.176
7 C -2.065 -3.339 0.843
8 C -3.188 -3.616 -0.109
9 F -3.273 -2.669 -1.040
10 F -2.953 -4.770 -0.739
11 C -4.597 -3.717 0.567
12 F -4.572 -3.288 1.814
13 F -5.448 -2.912 -0.055
14 C -5.167 -5.148 0.621
15 F -6.223 -5.108 1.448
16 F -4.309 -5.934 1.189
17 C -5.690 -5.722 -0.738
18 F -5.443 -4.952 -1.752
19 F -5.081 -6.868 -0.958
20 F -6.972 -5.978 -0.680
21 H 0.898 -7.669 1.618
22 H -0.729 -8.301 1.210
23 H 0.769 -8.925 0.441
24 H -0.402 -6.600 -1.991
25 H 1.995 -5.914 -0.468
26 H 0.966 -5.546 0.959
27 H 1.487 -3.300 -1.705
28 H -0.697 -4.543 -2.327
29 H -0.136 -2.435 0.974
30 H -1.043 -1.951 -0.411
31 H -1.835 -4.267 1.365
32 H -2.343 -2.614 1.599
33 O -1.954 -0.182 1.207
34 C -2.202 0.822 0.596
35 O -1.225 1.421 -0.107
36 C -1.455 2.503 -1.013
37 C -1.466 3.837 -0.294
38 C -3.565 1.473 0.669
39 H -2.362 2.333 -1.597
40 H -0.624 2.470 -1.718
41 H -2.272 3.896 0.426
42 H -1.582 4.656 -1.008
43 H -0.538 3.978 0.256
44 H -3.609 2.100 1.559
45 H -4.312 0.686 0.749
46 H -3.822 2.071 -0.202
47 O 0.119 4.989 1.932
48 C 1.223 4.850 2.394
49 O 2.044 3.940 1.852
50 C 3.429 3.816 2.197
51 C 3.622 2.941 3.419
52 C 1.668 5.614 3.621
53 H 3.891 4.797 2.305
54 H 3.901 3.347 1.336
55 H 3.147 3.372 4.301
56 H 4.684 2.809 3.628
57 H 3.170 1.962 3.257
58 H 1.316 5.089 4.508
59 H 1.216 6.603 3.589
60 H 2.745 5.758 3.688
61 O 3.927 -7.671 -1.724
62 C 3.691 -7.793 -2.895
63 O 2.434 -8.056 -3.285
64 C 1.990 -8.041 -4.638
65 C 2.237 -9.372 -5.321
66 C 4.793 -7.742 -3.932
67 H 2.431 -7.205 -5.183
68 H 0.920 -7.850 -4.587
69 H 3.302 -9.605 -5.375
70 H 1.835 -9.361 -6.335
71 H 1.759 -10.175 -4.760
72 H 5.257 -8.726 -4.003
73 H 5.538 -7.022 -3.599
74 H 4.462 -7.425 -4.919
75 O 5.399 6.621 1.498
76 C 5.369 6.691 0.297
77 O 4.803 5.687 -0.394
78 C 4.538 5.735 -1.800
79 C 5.747 5.318 -2.612
80 C 6.022 7.833 -0.444
81 H 4.160 6.717 -2.090
82 H 3.726 5.029 -1.965
83 H 6.588 5.996 -2.460
84 H 5.506 5.302 -3.675
85 H 6.077 4.324 -2.312
86 H 7.083 7.615 -0.563
87 H 5.911 8.735 0.153
88 H 5.584 8.040 -1.418
89 O -4.239 4.947 0.604
90 C -4.376 5.860 1.371
91 O -3.292 6.337 2.012
92 C -3.293 7.523 2.803
93 C -3.737 7.246 4.225
94 C -5.742 6.422 1.697
95 H -3.886 8.307 2.328
96 H -2.261 7.870 2.804
97 H -4.764 6.881 4.262
98 H -3.672 8.152 4.830
99 H -3.106 6.478 4.672
100 H -6.200 5.805 2.469
101 H -6.352 6.375 0.798
102 H -5.732 7.460 2.022

Properties
- LUMO energy (eV) = 1.69
- spin multiplicity = 1
- HOMO level (eV) = -4.5
- Kohn-Sham gap (eV) = 6.19
- charge = -1
- F_max (eV/Å) = 2.248

The following is a DFT calculation (ωB97M-V with the def2-TZVPD basis set) of a molecular structure, C29H52GaSi2Te.

CARTESIAN COORDINATES (ANGSTROEM)
1 Ga 0.787 -0.996 -0.044
2 C 1.487 -2.322 -2.175
3 C 2.123 -1.127 -2.605
4 C 3.084 -0.787 -1.656
5 C 3.101 -1.797 -0.647
6 C 2.142 -2.770 -0.997
7 H 0.708 -2.853 -2.703
8 H 1.867 -0.552 -3.483
9 H 3.709 0.093 -1.674
10 H 3.791 -1.852 0.182
11 H 1.980 -3.706 -0.497
12 C 1.299 -1.668 4.995
13 C 1.191 -1.230 3.531
14 C 2.618 -0.899 3.048
15 C 0.446 0.117 3.481
16 Si 0.359 -2.484 2.248
17 C 1.088 -4.268 2.630
18 C 0.654 -5.262 1.532
19 C 0.699 -4.887 3.976
20 C 2.623 -4.194 2.575
21 C -1.577 -2.558 2.652
22 C -2.219 -3.816 2.056
23 C -1.984 -2.498 4.131
24 C -2.248 -1.380 1.927
25 H 1.675 -0.835 5.608
26 H 2.004 -2.494 5.113
27 H 0.344 -1.984 5.418
28 H 3.029 -0.081 3.657
29 H 2.636 -0.568 2.007
30 H 3.303 -1.743 3.129
31 H 0.995 0.856 4.083
32 H -0.568 0.067 3.875
33 H 0.390 0.508 2.461
34 H -0.375 -5.594 1.658
35 H 1.290 -6.157 1.572
36 H 0.737 -4.838 0.532
37 H -0.379 -5.017 4.073
38 H 1.035 -4.288 4.823
39 H 1.157 -5.883 4.075
40 H 2.982 -3.675 1.682
41 H 3.042 -5.210 2.564
42 H 3.034 -3.685 3.448
43 H -1.969 -4.719 2.614
44 H -1.928 -3.969 1.014
45 H -3.313 -3.711 2.082
46 H -1.543 -3.308 4.716
47 H -3.077 -2.587 4.220
48 H -1.701 -1.561 4.608
49 H -2.117 -1.453 0.845
50 H -1.856 -0.413 2.231
51 H -3.330 -1.377 2.133
52 C -0.039 4.329 0.501
53 Si -1.184 3.257 -0.534
54 C -2.464 4.316 -1.403
55 C -2.055 2.118 0.655
56 H -0.529 5.275 0.751
57 H 0.911 4.557 0.020
58 H 0.183 3.804 1.434
59 H -2.504 5.307 -0.942
60 H -3.445 3.846 -1.298
61 H -2.267 4.441 -2.470
62 H -2.790 2.696 1.226
63 H -1.344 1.678 1.357
64 H -2.569 1.298 0.151
65 C -1.299 5.437 -7.422
66 C -0.951 4.616 -6.206
67 C -1.203 3.251 -6.165
68 C -0.923 2.480 -5.041
69 C -1.240 1.005 -5.086
70 C -0.360 3.097 -3.909
71 Te 0.009 1.833 -2.206
72 C -0.052 4.462 -3.953
73 C 0.649 5.175 -2.826
74 C -0.367 5.200 -5.094
75 H -1.507 4.799 -8.281
76 H -0.484 6.111 -7.690
77 H -2.184 6.051 -7.243
78 H -1.638 2.765 -7.034
79 H -1.666 0.741 -6.055
80 H -1.945 0.725 -4.303
81 H -0.348 0.394 -4.929
82 H 1.138 4.468 -2.160
83 H -0.044 5.778 -2.233
84 H 1.413 5.847 -3.222
85 H -0.129 6.260 -5.111

Properties
- relative energy (zero: lowest compared OMol25 entry of this formula, charge and spin) (eV) = 0.282
- LUMO energy (eV) = 2.31
- spin multiplicity = 1
- HOMO level (eV) = -2.7
- Kohn-Sham gap (eV) = 5.05
- charge = -1
- F_max (eV/Å) = 0.433

The following is a DFT calculation (ωB97M-V with the def2-TZVPD basis set) of 2 unconnected molecules or ions with the total composition C29H53Cl4I2N4O2 at a distorted geometry.

CARTESIAN COORDINATES (ANGSTROEM)
1 C 10.901 -2.336 2.231
2 C 11.788 -1.003 1.777
3 C 10.675 0.241 1.696
4 C 9.892 0.301 0.248
5 C 8.549 1.251 0.492
6 C 7.852 1.718 -0.924
7 C 6.601 0.668 -1.218
8 C 5.216 1.180 -0.478
9 C 3.967 0.155 -0.906
10 C 2.624 1.015 -1.355
11 C 1.338 0.018 -1.726
12 C 0.154 0.343 -0.630
13 C -1.121 -0.726 -0.696
14 C -2.391 -0.090 -1.551
15 N -3.732 -0.252 -0.895
16 C -4.881 -1.204 -1.041
17 N -4.934 -2.275 -1.884
18 C -3.874 -2.787 -2.822
19 C -4.167 -4.420 -3.012
20 C -4.340 -5.143 -1.515
21 N -6.103 -0.930 -0.148
22 C -5.554 0.290 0.584
23 C -6.572 0.960 1.676
24 C -8.119 0.897 1.081
25 C -8.997 1.940 2.036
26 C -10.539 2.147 1.512
27 O -11.049 3.395 1.619
28 O -11.424 1.095 0.985
29 C -12.829 1.440 1.259
30 C -13.886 0.197 1.031
31 N -4.154 0.632 0.125
32 C -3.423 1.795 0.757
33 I -4.410 3.686 0.097
34 C -3.356 1.776 2.394
35 C -3.238 0.289 3.072
36 I -1.705 3.028 3.206
37 H 11.539 -3.317 2.240
38 H 10.425 -2.065 3.266
39 H 10.001 -2.380 1.448
40 H 12.299 -1.160 0.735
41 H 12.630 -0.800 2.585
42 H 9.847 -0.048 2.504
43 H 11.130 1.273 2.028
44 H 10.583 0.710 -0.623
45 H 9.563 -0.795 -0.077
46 H 8.917 2.167 1.159
47 H 7.757 0.674 1.168
48 H 8.694 1.688 -1.742
49 H 7.509 2.832 -0.815
50 H 6.949 -0.369 -0.752
51 H 6.496 0.623 -2.394
52 H 5.371 1.162 0.685
53 H 4.997 2.271 -0.866
54 H 3.668 -0.477 0.048
55 H 4.279 -0.529 -1.815
56 H 2.917 1.711 -2.274
57 H 2.361 1.728 -0.435
58 H 1.034 0.225 -2.844
59 H 1.760 -1.082 -1.650
60 H 0.673 0.313 0.442
61 H -0.178 1.464 -0.802
62 H -1.438 -1.049 0.384
63 H -0.723 -1.675 -1.278
64 H -2.306 -0.492 -2.650
65 H -2.160 1.079 -1.623
66 H -5.847 -2.823 -1.878
67 H -2.772 -2.715 -2.425
68 H -4.008 -2.317 -3.907
69 H -3.197 -4.905 -3.478
70 H -5.083 -4.633 -3.722
71 H -5.371 -4.783 -1.038
72 H -3.500 -4.766 -0.762
73 H -4.397 -6.311 -1.578
74 H -6.525 0.331 2.675
75 H -6.341 2.092 1.872
76 H -8.070 1.361 0.005
77 H -8.543 -0.200 1.083
78 H -8.467 3.009 2.076
79 H -9.023 1.539 3.138
80 H -12.941 1.769 2.392
81 H -13.147 2.294 0.499
82 H -13.610 -0.759 1.660
83 H -14.940 0.560 1.431
84 H -13.993 -0.045 -0.112
85 H -2.297 1.917 0.383
86 H -4.348 2.287 2.782
87 H -2.214 0.177 3.663
88 H -4.081 0.244 3.917
89 H -3.444 -0.606 2.344
90 C 13.360 0.862 -2.830
91 Cl 13.476 0.730 -1.057
92 Cl 13.954 2.461 -3.347
93 Cl 14.349 -0.412 -3.587
94 Cl 11.661 0.671 -3.330

Properties
- LUMO energy (eV) = -3.51
- spin multiplicity = 1
- HOMO level (eV) = -11.4
- Kohn-Sham gap (eV) = 7.88
- charge = +1
- F_max (eV/Å) = 8.804

The following is a DFT calculation (ωB97M-V with the def2-TZVPD basis set) of 3 unconnected molecules or ions with the total composition C29H53N5O3P at a distorted geometry.

CARTESIAN COORDINATES (ANGSTROEM)
1 C 0.506 3.999 0.999
2 C 0.045 2.755 0.846
3 C 0.468 1.692 1.803
4 C -0.450 1.332 2.807
5 C -1.768 2.034 2.873
6 C -1.699 3.185 3.910
7 C -0.126 0.319 3.740
8 P -1.387 -0.050 5.052
9 C -2.565 -1.186 4.195
10 C -0.652 -1.043 6.426
11 C -1.010 -2.540 6.497
12 C 1.116 -0.287 3.602
13 O 1.529 -1.283 4.392
14 C 1.321 -2.619 3.850
15 C 2.500 -3.517 4.186
16 N 2.006 0.107 2.648
17 C 3.288 -0.573 2.616
18 C 4.259 -0.232 3.540
19 C 5.477 -0.894 3.544
20 C 5.654 -1.888 2.583
21 C 4.614 -2.137 1.697
22 N 3.435 -1.514 1.704
23 C 1.712 1.072 1.746
24 C 2.702 1.432 0.677
25 C 4.039 2.015 1.167
26 N 5.146 1.261 0.553
27 H 1.522 4.171 1.338
28 H -0.090 4.872 0.770
29 H -0.634 2.490 0.045
30 H -2.561 1.371 3.193
31 H -2.080 2.424 1.912
32 H -2.661 3.330 4.387
33 H -1.369 4.095 3.416
34 H -0.986 2.942 4.692
35 H -3.272 -0.632 3.592
36 H -3.134 -1.656 4.996
37 H -2.068 -1.980 3.643
38 H -1.047 -0.583 7.329
39 H 0.423 -0.910 6.487
40 H -0.239 -3.114 7.002
41 H -1.938 -2.664 7.050
42 H -1.171 -3.005 5.530
43 H 0.425 -3.039 4.294
44 H 1.155 -2.555 2.777
45 H 2.124 -4.492 4.484
46 H 3.125 -3.669 3.314
47 H 3.062 -3.118 5.025
48 H 4.049 0.532 4.276
49 H 6.240 -0.664 4.270
50 H 6.573 -2.448 2.530
51 H 4.754 -2.896 0.940
52 H 2.879 0.525 0.097
53 H 2.256 2.137 -0.009
54 H 4.138 1.976 2.253
55 H 4.162 3.038 0.825
56 H 4.959 0.270 0.548
57 H 6.022 1.443 1.021
58 C 1.382 2.026 -5.095
59 C -0.108 2.345 -5.168
60 C -0.749 2.599 -3.796
61 O -0.997 1.429 -3.029
62 C 0.110 0.941 -2.306
63 N -0.785 1.281 -5.909
64 H 1.565 1.008 -4.750
65 H 1.832 2.114 -6.083
66 H 1.904 2.716 -4.427
67 H -0.216 3.271 -5.740
68 H -1.731 3.049 -3.958
69 H -0.159 3.318 -3.210
70 H 0.746 1.758 -1.945
71 H 0.706 0.246 -2.902
72 H -0.277 0.389 -1.444
73 H -1.761 1.532 -6.047
74 H -0.832 0.465 -5.305
75 C -5.238 -3.206 -6.421
76 C -4.359 -2.373 -7.348
77 C -3.288 -1.554 -6.613
78 O -3.771 -0.389 -5.967
79 C -4.334 -0.599 -4.686
80 N -5.218 -1.537 -8.189
81 H -5.973 -2.595 -5.898
82 H -5.789 -3.949 -6.996
83 H -4.638 -3.735 -5.677
84 H -3.826 -3.068 -8.004
85 H -2.570 -1.194 -7.355
86 H -2.728 -2.178 -5.904
87 H -3.817 -1.398 -4.146
88 H -5.400 -0.828 -4.751
89 H -4.225 0.329 -4.123
90 H -4.649 -1.057 -8.880
91 H -5.586 -0.787 -7.608

Properties
- LUMO energy (eV) = -3.34
- spin multiplicity = 1
- HOMO level (eV) = -10.4
- Kohn-Sham gap (eV) = 7.05
- charge = +1
- F_max (eV/Å) = 1.263

The following is a DFT calculation (ωB97M-V with the def2-TZVPD basis set) of a molecular structure, C29H54BiClP at a distorted geometry.

CARTESIAN COORDINATES (ANGSTROEM)
1 Bi -0.132 0.846 0.456
2 Cl -2.597 0.245 0.165
3 P 0.118 0.428 -2.435
4 C -0.433 0.925 2.554
5 H 0.372 1.368 3.132
6 H -1.433 1.204 2.883
7 C 1.511 -0.471 -3.298
8 C 0.215 2.234 -2.937
9 C 2.880 0.161 -2.984
10 H 1.468 -1.458 -2.799
11 C 4.007 -0.791 -3.397
12 H 2.985 1.112 -3.530
13 H 2.963 0.395 -1.914
14 C 3.908 -1.227 -4.863
15 H 4.971 -0.304 -3.217
16 H 3.976 -1.679 -2.751
17 C 2.500 -1.675 -5.274
18 H 4.226 -0.397 -5.508
19 H 4.612 -2.046 -5.043
20 C 1.384 -0.727 -4.805
21 H 2.448 -1.786 -6.363
22 H 2.306 -2.671 -4.854
23 H 1.456 0.224 -5.354
24 H 0.409 -1.168 -5.050
25 C -1.504 -0.256 -3.069
26 C 0.664 2.551 -4.365
27 H -0.837 2.565 -2.833
28 C 0.495 4.055 -4.648
29 H 1.719 2.275 -4.501
30 H 0.089 1.975 -5.105
31 C 1.145 4.967 -3.598
32 H 0.909 4.282 -5.636
33 H -0.578 4.278 -4.697
34 C 0.861 4.537 -2.156
35 H 2.232 4.980 -3.753
36 H 0.796 5.995 -3.741
37 C 1.083 3.036 -1.947
38 H 1.493 5.097 -1.458
39 H -0.182 4.770 -1.902
40 H 2.144 2.783 -2.109
41 H 0.844 2.799 -0.895
42 C -1.563 -1.797 -2.980
43 H -2.209 0.119 -2.302
44 C -2.966 -2.314 -3.343
45 H -0.820 -2.250 -3.656
46 H -1.314 -2.114 -1.956
47 C -3.467 -1.777 -4.687
48 H -2.959 -3.409 -3.362
49 H -3.662 -2.015 -2.548
50 C -3.351 -0.252 -4.797
51 H -2.895 -2.242 -5.500
52 H -4.512 -2.071 -4.830
53 C -1.957 0.275 -4.429
54 H -3.611 0.073 -5.811
55 H -4.084 0.212 -4.124
56 H -1.244 -0.014 -5.217
57 H -1.987 1.372 -4.410
58 C 0.133 -1.534 1.492
59 C -0.255 -0.716 2.606
60 H 0.929 -1.162 0.808
61 C -1.662 -1.151 3.157
62 H 0.520 -0.862 3.378
63 C -1.810 -2.645 3.406
64 H -1.832 -0.604 4.099
65 H -2.374 -0.817 2.376
66 C -1.247 -3.532 2.280
67 H -1.298 -2.884 4.344
68 H -2.877 -2.863 3.517
69 C 0.097 -2.995 1.765
70 H -1.153 -4.564 2.651
71 H -1.942 -3.543 1.444
72 H 0.836 -3.178 2.557
73 H 0.464 -3.610 0.947
74 C 4.461 0.059 1.846
75 C 2.988 0.410 2.096
76 C 2.921 1.427 3.247
77 C 2.311 0.860 0.815
78 H 5.011 0.917 1.442
79 H 4.565 -0.783 1.155
80 H 4.935 -0.231 2.790
81 H 2.481 -0.515 2.430
82 H 2.968 2.461 2.881
83 H 2.014 1.309 3.845
84 H 3.771 1.273 3.926
85 H 2.493 0.151 -0.002
86 H 2.570 1.886 0.518

Properties
- relative energy (zero: lowest compared OMol25 entry of this formula, charge and spin) (eV) = 0.000
- LUMO energy (spin up / spin down) (eV) = 2.63 / 2.63
- spin multiplicity = 1
- HOMO level (spin up / spin down) (eV) = -2.6 / -2.6
- Kohn-Sham gap (spin up / spin down) (eV) = 5.20 / 5.20
- charge = -1
- F_max (eV/Å) = 4.737